{
  "formula": "C18H16Cl2I2N3O5Pb",
  "method": "ωB97M-V with the def2-TZVPD basis set",
  "charge": -1,
  "spin_multiplicity": 1,
  "e_tot_ha": -2944.84319,
  "species": ["C", "N", "C", "C", "H", "H", "C", "O", "H", "C", "Cl", "C", "N", "C", "O", "C", "C", "H", "O", "H", "H", "C", "H", "I", "H", "I", "C", "C", "C", "H", "H", "H", "H", "Cl", "C", "H", "Pb", "H", "C", "H", "C", "C", "N", "H", "O", "C", "O"],
  "positions_angstrom": [[3.1789, 0.4698, 3.5214], [0.9813, -0.5160, 3.5334], [-0.1622, -1.1308, 4.1926], [0.9924, -1.5115, -2.7162], [-0.9969, 3.9797, -0.6240], [-1.4308, -3.5303, -0.5357], [-0.7521, -2.9849, -1.1811], [-1.4223, -3.1277, 4.0542], [-3.1353, 3.9697, -1.5235], [-0.6915, 2.9760, -0.9098], [2.1412, -0.6045, -3.6654], [-0.6347, -2.3931, 3.4754], [-0.2614, 0.5318, -2.2928], [1.2178, -2.8634, -2.5321], [0.4701, 1.4497, 0.6130], [-1.5121, 1.1920, -2.5080], [-3.9513, 2.4747, -2.8269], [2.0884, -3.3196, -2.9885], [1.8958, 0.2543, 5.5116], [-1.0178, -0.4498, 4.2285], [4.2952, -0.2360, 1.9212], [-3.7208, 1.2645, -3.4663], [0.5272, 0.9879, -2.7128], [5.2878, 1.2249, -0.9312], [-2.3039, -0.3247, -3.7864], [2.5396, 1.5598, -0.2361], [-0.1073, -0.8430, -2.1537], [-2.9548, 3.0327, -2.0373], [-0.6510, 2.1387, 0.3657], [0.0837, -1.3863, 5.2193], [2.9744, 1.3968, 2.9852], [0.4963, -4.6727, -1.6244], [-4.4884, 0.8148, -4.0842], [-2.2438, -0.8976, -0.4759], [-1.7243, 2.4074, -1.8682], [3.8718, -1.3924, 3.0012], [1.2018, -1.0030, 1.3705], [3.9625, 0.6609, 4.2473], [1.9323, 0.0562, 4.2922], [-4.9076, 2.9738, -2.9279], [0.3330, -3.6107, -1.7711], [-2.4969, 0.6304, -3.3097], [3.5464, -0.5572, 2.5259], [0.2968, 3.0241, -1.3584], [-1.6229, 2.0950, 1.0846], [-0.9556, -1.6286, -1.3592], [-0.1689, -2.5819, 2.2636]],
  "atomic_forces_ev_per_a": [[0.05, -0.10, -0.24], [0.18, 0.06, 0.28], [0.21, 0.25, -0.16], [0.00, 0.07, -0.02], [0.02, 0.09, 0.01], [0.08, 0.07, -0.03], [-0.01, -0.17, 0.02], [0.18, 0.07, -0.29], [-0.01, -0.03, 0.01], [-0.14, -0.18, -0.25], [-0.08, 0.00, 0.02], [-0.04, -0.23, -0.27], [-0.41, -0.32, -0.08], [0.05, -0.02, 0.00], [-0.97, 0.49, 0.05], [0.30, -0.33, -0.02], [0.05, -0.03, 0.02], [-0.07, 0.06, 0.03], [-0.07, -0.07, -0.37], [-0.01, 0.04, 0.01], [0.00, 0.05, -0.07], [0.10, 0.02, 0.03], [0.25, 0.11, -0.04], [-0.24, 0.08, 0.04], [0.00, 0.04, 0.01], [0.60, 0.34, -0.31], [0.04, 0.26, -0.06], [0.02, 0.09, -0.07], [0.60, -0.57, 0.22], [0.03, -0.02, 0.11], [-0.01, 0.06, -0.05], [0.00, 0.12, 0.01], [0.02, 0.00, 0.03], [-0.11, 0.09, 0.18], [0.00, 0.27, 0.32], [0.01, 0.00, 0.01], [-0.39, -0.49, 0.27], [0.13, 0.02, 0.12], [-0.37, -0.11, 0.23], [0.04, 0.00, 0.00], [0.01, -0.08, -0.01], [-0.03, -0.03, -0.08], [0.02, 0.04, 0.08], [0.05, 0.06, -0.12], [0.16, -0.06, 0.02], [-0.03, -0.04, -0.01], [-0.24, 0.03, 0.43]],
  "nbo_charge": [-0.31, -0.85, -0.35, 0.03, 0.23, 0.25, -0.21, -0.67, 0.21, -0.53, -0.02, 0.78, -0.63, -0.25, -0.85, 0.16, -0.22, 0.23, -0.68, 0.21, 0.39, -0.21, 0.41, -0.40, 0.22, 0.25, 0.08, -0.18, 0.82, 0.23, 0.22, 0.22, 0.21, 0.05, -0.01, 0.37, 1.47, 0.20, 0.63, 0.21, -0.23, -0.22, -0.87, 0.22, -0.61, -0.08, -0.90]
}

---

{
  "formula": "C7H12AgF8NO15S4V2",
  "method": "ωB97M-V with the def2-TZVPD basis set",
  "charge": 0,
  "spin_multiplicity": 7,
  "e_tot_ha": -5883.95920,
  "species": ["H", "O", "V", "S", "H", "H", "H", "H", "O", "C", "Ag", "C", "C", "N", "O", "C", "H", "O", "F", "O", "S", "O", "C", "H", "H", "O", "S", "F", "F", "F", "H", "H", "F", "O", "O", "H", "O", "O", "H", "F", "C", "V", "O", "F", "S", "C", "O", "O", "O", "F"],
  "positions_angstrom": [[-3.2663, -0.4230, 4.2745], [4.6331, -1.8532, -0.8748], [0.4133, -0.7222, -1.7878], [1.0052, 2.3184, -2.6535], [3.1707, -0.0051, 4.1478], [-1.8730, -1.6103, 5.9526], [1.0046, 1.1303, 1.5465], [2.9713, -1.7072, 3.6847], [2.1077, 3.0482, -2.1071], [-2.1727, -0.4838, 4.1718], [-3.5472, -1.2726, 0.0923], [0.7069, 2.8894, -4.4284], [2.9203, -0.6767, 3.3290], [2.0431, -1.9651, -1.4295], [-0.3139, 2.6617, -2.0603], [-3.5357, 1.1765, -4.1198], [1.3344, -1.0691, 1.9637], [-3.6704, -0.4657, -2.0407], [0.5024, -3.4662, -0.4136], [1.3232, 0.8788, -2.7551], [-2.8120, 0.6517, -2.4732], [1.6752, 0.9948, 2.2256], [-1.5843, -0.6364, 5.5524], [0.8232, -0.4377, 3.5028], [-2.1074, -1.3458, 3.4958], [2.4882, -3.0151, 0.7764], [3.6505, -1.9842, -1.8927], [-0.1560, 2.0729, -5.0084], [-4.7811, 1.5210, -3.9164], [-3.3990, 0.2565, -5.0283], [-0.5207, -0.4206, 5.5766], [-1.8651, 0.7821, 2.6540], [0.2480, 4.1289, -4.3904], [-1.6326, 0.6923, 3.5829], [-2.0153, 0.6316, 0.7256], [-2.1247, 0.0475, 6.2104], [-1.0311, -1.0922, -0.1332], [-0.0545, 0.8244, -0.1031], [3.6091, -0.6571, 2.4794], [3.5998, -0.4913, -2.4793], [1.5998, -0.3421, 2.7354], [-1.4657, 2.6681, -0.1759], [4.0002, -2.7843, -3.0385], [-2.8321, 2.2441, -4.4703], [2.0954, -3.2628, -0.5685], [-0.9911, 0.0513, 0.3607], [2.4551, -4.4669, -1.2502], [-3.0140, 1.8400, -1.6035], [-1.4361, 0.2503, -2.7114], [1.8216, 2.8960, -5.1273]],
  "atomic_forces_ev_per_a": [[-0.06, 0.43, 0.15], [-0.98, -0.64, 0.75], [-0.84, 1.44, 0.93], [0.92, 0.40, 0.30], [0.24, 0.12, -0.20], [0.55, -0.19, -0.08], [0.24, -0.27, 0.02], [-0.29, 0.02, 0.14], [-0.51, 0.25, -0.36], [-0.82, 0.17, -0.62], [0.50, 0.10, 0.02], [0.57, -0.33, 0.87], [0.64, -0.64, -0.58], [2.15, 0.08, -1.31], [0.03, 0.26, 0.22], [1.37, 0.70, 1.33], [0.15, 0.10, -0.27], [0.31, 0.76, -0.48], [0.11, 0.43, -0.32], [-0.94, 0.44, -0.39], [-0.87, -1.10, 0.86], [-0.12, -0.08, 0.18], [-0.92, -0.12, 0.13], [-0.17, 0.33, -0.03], [0.90, -0.15, 0.14], [0.42, -0.11, -0.34], [2.97, 3.22, -3.84], [-0.37, -0.01, -0.14], [-0.71, -0.13, -0.21], [-0.27, -0.66, -0.35], [0.05, -0.28, 0.05], [-0.23, -0.35, 0.00], [-0.48, 0.18, 0.01], [0.08, 0.18, 0.34], [-3.42, 2.05, 3.21], [0.37, 0.32, -0.03], [0.09, -2.80, 0.60], [1.09, 1.23, 0.47], [0.48, 0.37, 0.47], [-0.32, -0.75, 0.15], [-0.96, 0.08, 0.27], [1.02, -3.18, -1.83], [-1.37, 0.44, 1.26], [-0.02, 0.40, -0.33], [-3.40, -4.01, 3.53], [1.04, 0.42, -4.59], [0.60, 1.00, 0.13], [0.97, 0.03, -0.12], [-0.25, 0.11, -0.06], [0.48, -0.22, -0.06]],
  "nbo_charge": [0.14, -0.85, 1.45, 2.33, 0.21, 0.21, 0.47, 0.21, -0.90, -0.06, 0.95, 0.75, -0.62, -1.26, -1.07, 0.77, 0.16, -1.03, -0.51, -1.00, 2.33, -0.74, -0.63, 0.15, 0.15, -0.88, 2.43, -0.31, -0.29, -0.28, 0.23, 0.48, -0.30, -0.75, -0.88, 0.21, -0.81, -0.87, 0.22, -0.49, -0.07, 1.65, -0.86, -0.30, 2.47, 0.96, -0.86, -1.02, -0.98, -0.29]
}

---

{
  "formula": "C9H14",
  "method": "ωB97M-V with the def2-TZVPD basis set",
  "relative_energy_kj_mol": 84.89,
  "charge": 0,
  "spin_multiplicity": 1,
  "species": ["C", "C", "H", "H", "H", "C", "H", "H", "H", "H", "H", "C", "H", "H", "C", "C", "C", "C", "H", "H", "H", "H", "C"],
  "positions_angstrom": [[-0.8743, -0.3658, -0.9420], [-0.1473, -2.3715, 0.1513], [1.9224, -0.3494, -1.5426], [-0.4935, 3.1018, 0.6878], [1.9994, 3.5780, 0.9427], [-2.2150, -0.6682, -0.6545], [0.3662, 2.0679, 1.9879], [-2.9285, -0.0743, -1.2029], [1.8509, -0.0656, 0.1933], [-3.4189, -2.0399, 0.5164], [2.3201, 1.9936, 0.2757], [1.5532, 2.7713, 0.3564], [-0.1384, 1.3922, 0.4365], [-1.6422, -3.6880, 0.8236], [0.1721, -1.1551, -0.4793], [1.6665, -0.7930, -0.5756], [0.2283, 2.3154, 0.9388], [-1.4629, -2.7831, 0.2674], [0.7267, -2.8825, 0.5382], [1.4405, 3.1582, -0.6457], [-0.5866, 0.4835, -1.5594], [2.1409, -1.7701, -0.5367], [-2.4796, -1.8554, 0.0229]],
  "atomic_forces_ev_per_a": [[0.21, -0.19, -0.31], [0.59, 0.99, -0.94], [-0.13, 0.06, 0.10], [-0.15, -0.22, 0.81], [-0.09, -0.01, 0.05], [1.48, -0.43, -0.92], [-0.50, 0.34, 0.19], [-0.61, 0.20, 0.73], [0.72, -0.09, 0.50], [-0.59, -0.19, -0.64], [-0.19, -0.02, 0.21], [0.77, 0.01, -0.05], [0.30, 0.70, 0.42], [-0.36, -0.21, -0.05], [0.10, -0.44, 0.23], [-1.92, -0.53, -1.05], [0.11, -0.66, -1.05], [0.42, 1.01, 1.37], [-0.40, -0.70, 0.00], [-0.16, 0.14, -0.39], [-0.41, 0.06, 0.12], [0.78, 0.42, 0.51], [0.03, -0.24, 0.16]],
  "nbo_charge": [-0.21, -0.21, 0.22, 0.21, 0.20, -0.22, 0.21, 0.22, 0.22, 0.21, 0.19, -0.60, 0.21, 0.21, -0.01, -0.63, -0.62, -0.21, 0.21, 0.20, 0.21, 0.22, -0.21]
}

---

{
  "formula": "CH10BrHgN2",
  "method": "ωB97M-V with the def2-TZVPD basis set",
  "charge": -1,
  "spin_multiplicity": 1,
  "e_tot_ha": -2880.97534,
  "species": ["H", "H", "H", "H", "C", "Br", "H", "Hg", "N", "H", "H", "H", "H", "H", "N"],
  "positions_angstrom": [[-1.1170, -1.6150, 1.9005], [-2.0104, 0.7922, -0.8912], [-1.4460, 1.4021, 0.5471], [2.4946, 1.5035, -2.1706], [2.8367, 1.0085, -1.2531], [0.9275, -0.8837, 2.0876], [3.0935, 1.7462, -0.4814], [1.2108, -0.1113, -0.4634], [-1.7508, -1.8381, 1.0792], [-1.0161, 2.0944, -0.8831], [-2.5532, -1.2002, 1.0426], [-2.0538, -2.8159, 1.0767], [3.6960, 0.3560, -1.4556], [-1.1131, -1.6404, 0.2907], [-1.1988, 1.2017, -0.4262]],
  "atomic_forces_ev_per_a": [[-0.52, -0.18, -0.35], [0.20, -0.07, 0.20], [-0.03, -0.14, -0.25], [0.25, -0.04, 0.18], [0.55, 0.65, -0.07], [0.47, 0.07, 1.33], [0.18, 0.02, -0.31], [-0.82, -1.11, -0.84], [0.54, 0.05, 0.79], [-0.02, -0.01, 0.04], [-0.46, 0.18, 0.00], [-0.12, -0.18, -0.02], [-0.21, 0.20, 0.01], [0.23, 0.03, -0.81], [-0.24, 0.53, 0.09]],
  "nbo_charge": [0.44, 0.34, 0.36, 0.19, -1.26, -0.84, 0.19, 0.62, -1.38, 0.35, 0.28, 0.35, 0.20, 0.31, -1.15]
}